[1]
{"formula": "C23H33Cl2IrNO4SSi", "method": "ωB97M-V/def2-TZVPD", "e_homo_ev": [-13.5661, -13.7442], "gap_ev": [4.92, 5.45], "spin_multiplicity": 2, "total_charge": 2, "elements": ["Ir", "Cl", "Cl", "S", "Si", "O", "O", "O", "O", "N", "C", "C", "C", "C", "C", "C", "C", "C", "C", "C", "C", "C", "C", "C", "C", "C", "C", "C", "C", "C", "C", "C", "C", "H", "H", "H", "H", "H", "H", "H", "H", "H", "H", "H", "H", "H", "H", "H", "H", "H", "H", "H", "H", "H", "H", "H", "H", "H", "H", "H", "H", "H", "H", "H", "H", "H"], "positions_angstrom": [[-0.036, 0.438, 0.313], [-1.477, 3.248, 4.521], [2.244, 1.739, 0.867], [-0.890, 1.755, 1.900], [0.834, 2.336, -2.291], [-2.496, -1.132, 1.178], [0.382, -1.094, 1.726], [-1.442, -1.710, -1.098], [1.094, -1.090, -0.825], [-0.469, 1.702, -1.070], [0.451, 2.496, 2.771], [0.701, -1.948, -1.929], [-1.699, 2.292, -1.089], [1.791, 2.462, 2.400], [-3.957, 2.501, -0.158], [-0.654, -1.541, 2.650], [-3.188, 4.072, -1.824], [0.116, 2.060, -3.986], [-2.740, 1.845, -0.223], [2.478, 3.617, 4.360], [1.155, 3.692, 4.767], [1.306, -2.133, 1.333], [-3.395, -1.667, 0.203], [-1.835, -2.136, 1.933], [-4.183, 3.614, -0.944], [-2.832, -1.447, -1.195], [0.157, 3.139, 3.983], [2.426, 1.363, -2.237], [2.807, 2.998, 3.164], [-1.986, 3.429, -1.909], [-0.720, -1.627, -2.307], [1.223, 4.084, -1.791], [2.041, -1.673, 0.092], [0.073, 0.989, -4.199], [-0.202, -2.278, 3.313], [1.873, 4.510, -2.561], [-0.867, 2.479, -4.188], [0.743, -3.048, 1.143], [1.796, 4.077, -0.861], [0.380, 4.758, -1.655], [-4.360, -1.170, 0.307], [0.887, 4.176, 5.695], [-4.727, 2.132, 0.506], [-1.250, 3.819, -2.589], [3.212, 1.926, -1.733], [1.398, -1.784, -2.753], [-2.626, 0.924, 0.329], [-2.993, -0.421, -1.542], [-1.514, -2.951, 1.276], [-3.314, -2.124, -1.906], [-5.133, 4.130, -0.896], [0.816, 2.487, -4.710], [3.833, 2.942, 2.826], [-2.511, -2.554, 2.687], [-3.546, -2.732, 0.383], [0.760, -2.984, -1.594], [-1.073, -2.355, -3.044], [2.368, 0.375, -1.792], [-0.807, -0.624, -2.743], [-0.934, -0.661, 3.225], [3.256, 4.048, 4.974], [-3.373, 4.942, -2.438], [2.539, -2.519, -0.379], [2.745, 1.229, -3.274], [2.009, -2.301, 2.150], [2.787, -0.914, 0.318]], "forces_ev_per_a": [[0.30, 0.42, -0.17], [0.01, 0.01, 0.00], [0.09, -0.07, 0.15], [-0.15, -0.34, 0.17], [-0.02, -0.05, 0.08], [-0.05, 0.02, 0.03], [0.07, 0.00, -0.01], [0.00, -0.17, -0.09], [-0.04, -0.20, -0.05], [0.05, 0.10, -0.06], [-0.07, 0.12, -0.11], [-0.06, 0.00, 0.03], [0.08, -0.05, -0.01], [0.01, 0.01, -0.11], [-0.03, 0.05, -0.02], [0.04, 0.01, 0.01], [0.03, -0.02, 0.00], [-0.02, -0.01, -0.03], [0.01, 0.02, 0.07], [-0.02, -0.01, -0.01], [0.00, -0.01, 0.00], [-0.02, -0.03, -0.03], [0.02, 0.03, -0.03], [0.02, -0.02, 0.02], [-0.02, -0.03, 0.03], [0.00, 0.01, 0.05], [-0.02, 0.04, 0.03], [-0.01, 0.00, 0.00], [0.00, 0.02, 0.01], [-0.04, 0.02, 0.00], [-0.05, 0.09, 0.09], [0.02, 0.02, -0.01], [-0.07, -0.04, 0.05], [0.01, 0.00, 0.00], [-0.01, 0.02, 0.03], [0.00, 0.00, 0.01], [0.00, -0.01, 0.00], [-0.02, 0.02, -0.04], [0.00, 0.00, 0.00], [0.00, 0.00, -0.01], [0.00, 0.00, -0.01], [0.00, 0.00, 0.00], [0.00, 0.01, 0.00], [0.00, -0.01, 0.00], [-0.01, 0.00, 0.00], [-0.03, -0.02, -0.03], [0.00, -0.03, -0.03], [0.02, 0.00, -0.01], [0.00, 0.01, -0.01], [-0.01, 0.00, 0.00], [0.00, 0.00, 0.00], [-0.01, 0.01, 0.00], [0.00, 0.00, 0.00], [0.01, -0.01, 0.00], [0.00, 0.00, 0.01], [0.02, 0.00, 0.02], [0.02, 0.01, -0.03], [0.00, 0.02, -0.02], [-0.01, 0.01, 0.02], [-0.02, 0.01, -0.02], [0.00, 0.00, 0.00], [0.00, 0.00, 0.00], [0.04, 0.02, 0.00], [0.01, 0.01, 0.00], [-0.01, -0.05, 0.00], [-0.04, 0.05, 0.02]]}

---

[2]
{"formula": "C23H33F3N8O3S2Ti", "method": "ωB97M-V/def2-TZVPD", "e_homo_ev": [-10.8835, -10.9552], "gap_ev": [8.52, 8.73], "spin_multiplicity": 2, "total_charge": 1, "elements": ["Ti", "S", "S", "F", "F", "F", "O", "O", "O", "N", "N", "N", "N", "N", "N", "N", "N", "C", "C", "C", "C", "C", "C", "C", "C", "C", "C", "C", "C", "C", "C", "C", "C", "C", "C", "C", "C", "C", "C", "C", "H", "H", "H", "H", "H", "H", "H", "H", "H", "H", "H", "H", "H", "H", "H", "H", "H", "H", "H", "H", "H", "H", "H", "H", "H", "H", "H", "H", "H", "H", "H", "H", "H"], "positions_angstrom": [[0.837, 0.730, -0.592], [1.214, -0.198, 3.938], [-0.825, -2.574, -3.171], [2.831, -1.169, -1.227], [2.958, -0.713, 0.909], [1.578, -2.223, 0.202], [0.757, 0.694, -2.552], [-2.259, -2.560, -3.060], [-0.122, -3.777, -2.869], [-0.225, -1.314, -2.282], [0.165, 2.957, -0.868], [-1.062, 0.128, 0.177], [1.101, 1.796, 1.316], [2.742, 1.837, -0.902], [-3.971, -2.796, -0.311], [-1.458, -0.381, 4.275], [-0.311, -1.864, 5.398], [-0.212, -0.833, 4.553], [-0.469, -2.426, -6.006], [2.039, -0.989, -0.093], [-2.133, 0.313, -0.622], [-0.517, 3.440, 0.347], [2.477, 2.971, -1.800], [-0.072, 2.646, 1.598], [0.015, -1.660, -7.063], [0.284, -0.405, -3.048], [0.786, -2.562, 6.022], [0.614, -0.425, -6.841], [-3.140, -0.596, -0.780], [1.315, 3.800, -1.277], [3.395, 2.182, 0.377], [-2.496, -1.249, 4.808], [-3.056, -1.829, -0.108], [0.273, -0.678, -4.506], [2.378, 2.542, 1.459], [-1.692, -2.135, 5.774], [0.750, 0.085, -5.555], [-1.045, -1.009, 0.905], [-0.324, -1.906, -4.739], [-1.997, -1.988, 0.802], [0.640, -3.638, 5.922], [-1.888, -2.902, 1.371], [1.635, 4.369, -0.406], [-3.263, -0.674, 5.324], [-2.148, 1.233, -1.199], [-0.936, -3.386, -6.174], [-2.971, -1.835, 4.016], [1.220, 1.042, -5.376], [1.092, 1.056, 2.039], [2.238, 2.558, -2.779], [3.361, 3.610, -1.901], [-0.486, 2.894, -1.640], [2.151, 3.608, 1.435], [-0.075, -2.032, -8.074], [-0.201, -1.140, 1.573], [3.969, 1.312, 0.686], [0.850, -2.308, 7.083], [0.142, 3.321, 2.431], [4.092, 3.015, 0.241], [-1.915, -3.196, 5.653], [1.012, 4.533, -2.029], [-0.877, 1.985, 1.914], [1.710, -2.274, 5.528], [3.337, 1.170, -1.386], [-0.331, 4.508, 0.480], [-1.863, -1.867, 6.820], [-3.757, -3.725, 0.013], [-4.504, -2.761, -1.165], [-1.601, 0.250, 3.508], [-3.948, -0.398, -1.469], [-1.593, 3.326, 0.217], [2.803, 2.341, 2.445], [0.981, 0.144, -7.685]], "forces_ev_per_a": [[-0.08, 0.62, -0.04], [0.01, 0.00, -0.02], [0.00, 0.06, 0.06], [0.01, 0.00, 0.10], [-0.05, -0.07, -0.03], [-0.01, 0.04, -0.01], [0.04, 0.11, -0.46], [-0.01, -0.01, -0.04], [0.02, -0.06, -0.01], [-0.03, -0.06, 0.09], [-0.02, -0.18, -0.01], [-0.27, -0.15, 0.15], [0.11, -0.01, 0.21], [0.09, -0.06, 0.07], [-0.05, -0.10, -0.02], [0.04, 0.03, 0.04], [-0.07, -0.04, -0.09], [0.06, 0.06, -0.03], [0.01, 0.05, 0.00], [0.43, -0.36, 0.15], [-0.06, -0.03, -0.05], [-0.04, 0.06, 0.03], [0.00, 0.03, -0.07], [-0.04, -0.05, 0.06], [-0.02, -0.05, 0.01], [-0.09, -0.06, -0.15], [0.04, 0.00, 0.04], [0.01, 0.03, -0.01], [0.07, 0.09, -0.01], [0.02, 0.06, 0.00], [0.07, -0.01, 0.02], [-0.09, -0.02, 0.02], [0.07, 0.08, 0.03], [-0.02, -0.08, 0.00], [-0.02, 0.04, 0.04], [-0.05, -0.04, 0.04], [0.01, -0.03, 0.05], [-0.04, -0.09, -0.02], [-0.04, 0.02, -0.03], [0.01, 0.06, 0.04], [0.01, 0.01, 0.00], [0.00, -0.01, 0.00], [-0.01, 0.01, -0.01], [0.00, -0.04, -0.02], [-0.01, -0.01, 0.00], [-0.01, -0.03, 0.00], [0.03, 0.01, 0.01], [0.01, 0.01, 0.00], [0.01, 0.06, -0.03], [0.00, 0.03, 0.03], [-0.04, -0.01, -0.02], [-0.03, 0.12, -0.01], [0.00, -0.02, -0.01], [0.00, -0.01, -0.01], [0.02, -0.01, -0.03], [-0.04, 0.02, 0.00], [0.01, -0.01, -0.01], [-0.02, -0.02, -0.02], [0.01, -0.03, 0.02], [-0.02, 0.02, 0.03], [0.03, -0.03, 0.01], [0.04, 0.05, -0.01], [0.00, -0.01, 0.01], [0.00, 0.00, -0.03], [-0.02, -0.02, -0.01], [0.02, 0.02, -0.02], [0.00, 0.00, 0.00], [-0.02, 0.01, 0.00], [0.00, 0.00, -0.01], [0.00, 0.00, -0.01], [0.02, -0.02, 0.01], [0.01, 0.01, -0.02], [0.00, 0.01, 0.00]]}

---

[3]
{"formula": "C23H33N3O2", "method": "ωB97M-V/def2-TZVPD", "e_homo_ev": -8.1668, "gap_ev": 9.00, "spin_multiplicity": 1, "smiles": "CCOC(=O)C1(CCCc2ccccc2)CCN(CCCn2cccn2)CC1", "elements": ["O", "O", "N", "N", "N", "C", "C", "C", "C", "C", "C", "C", "C", "C", "C", "C", "C", "C", "C", "C", "C", "C", "C", "C", "C", "C", "C", "C", "H", "H", "H", "H", "H", "H", "H", "H", "H", "H", "H", "H", "H", "H", "H", "H", "H", "H", "H", "H", "H", "H", "H", "H", "H", "H", "H", "H", "H", "H", "H", "H", "H"], "positions_angstrom": [[0.241, -1.113, 3.287], [2.172, -2.084, 2.708], [-0.132, 3.386, -2.411], [1.867, 1.998, 1.040], [-1.375, 3.249, -1.962], [0.769, 4.320, -1.790], [-0.013, 0.338, 1.038], [-3.145, -2.020, -1.313], [-1.869, -2.077, -3.762], [2.318, -0.390, 0.451], [1.063, 3.893, -0.348], [0.967, -0.841, 1.031], [1.217, -1.405, 2.424], [-2.011, -2.809, -1.470], [2.810, 0.898, 1.124], [1.730, 2.517, -0.311], [0.377, -1.619, 4.616], [-1.379, -2.826, -2.706], [-1.474, -3.599, -0.309], [-3.635, -1.269, -2.365], [0.426, -2.004, 0.171], [0.617, 1.592, 1.658], [-0.820, -2.683, 0.734], [1.256, -0.713, 5.465], [-1.903, 2.249, -2.641], [0.154, 2.476, -3.365], [-0.979, 1.717, -3.549], [-2.999, -1.296, -3.594], [-0.497, -3.436, -2.845], [-2.293, -4.144, 0.167], [1.218, -2.749, 0.060], [-0.554, -3.274, 1.613], [0.112, 3.865, 0.182], [-1.546, -1.931, 1.043], [-1.120, 0.901, -4.226], [-0.741, -4.328, -0.661], [-0.094, 2.416, 1.608], [2.211, -0.228, -0.624], [-0.909, 0.088, 1.604], [0.195, -1.608, -0.821], [-1.367, -2.106, -4.719], [1.293, -1.089, 6.484], [-4.519, -0.663, -2.227], [0.832, 1.402, 2.714], [-3.650, -2.000, -0.358], [-3.386, -0.713, -4.417], [-2.914, 1.943, -2.460], [1.687, 4.354, -2.382], [-0.317, 0.548, 0.010], [0.858, 0.299, 5.474], [2.739, 2.607, -0.727], [1.705, 4.630, 0.134], [2.266, -0.693, 5.062], [1.162, 1.835, -0.962], [-0.641, -1.663, 5.009], [0.303, 5.309, -1.790], [2.990, 0.701, 2.185], [3.054, -1.179, 0.607], [1.115, 2.437, -3.837], [3.757, 1.212, 0.676], [0.805, -2.626, 4.570]], "forces_ev_per_a": [[-0.27, 0.20, -0.02], [0.07, -0.09, 0.11], [-0.02, -0.33, -0.59], [0.16, 0.23, 0.03], [-0.36, 0.46, 0.63], [0.13, 0.33, 0.65], [0.12, 0.13, 0.17], [0.03, -0.01, 0.01], [0.02, 0.03, -0.12], [0.06, 0.14, 0.28], [0.11, -0.25, -0.26], [0.05, -0.08, -0.32], [0.15, 0.03, -0.24], [0.00, -0.16, -0.04], [0.11, -0.20, -0.17], [-0.19, 0.15, 0.08], [0.22, -0.25, 0.47], [-0.02, -0.02, 0.01], [-0.03, 0.14, 0.22], [-0.08, 0.07, 0.01], [-0.13, 0.04, 0.30], [-0.26, -0.03, -0.05], [0.16, -0.10, -0.23], [-0.17, -0.13, -0.36], [0.19, -0.08, -0.13], [-0.14, -0.09, -0.14], [0.15, -0.01, -0.05], [-0.02, 0.03, -0.09], [0.08, -0.06, 0.01], [0.04, -0.08, -0.04], [0.05, -0.02, -0.06], [-0.05, 0.02, 0.08], [0.00, 0.07, 0.03], [-0.06, 0.00, 0.08], [0.03, -0.15, -0.14], [-0.03, -0.07, -0.01], [-0.01, -0.03, 0.10], [-0.06, -0.04, -0.07], [-0.07, 0.02, -0.09], [0.11, 0.07, 0.00], [0.03, 0.00, -0.07], [0.01, -0.02, 0.13], [-0.08, 0.04, 0.01], [-0.08, 0.04, 0.03], [-0.06, 0.00, 0.12], [-0.03, 0.05, -0.07], [-0.22, -0.03, 0.07], [-0.11, 0.00, -0.03], [-0.04, -0.05, -0.06], [-0.03, 0.09, 0.05], [-0.01, -0.05, -0.06], [0.01, 0.05, 0.04], [0.08, 0.01, 0.02], [0.10, 0.03, -0.03], [0.11, -0.03, -0.07], [0.10, -0.10, -0.12], [0.09, -0.02, 0.01], [-0.02, -0.03, -0.09], [0.20, 0.02, -0.06], [0.01, -0.02, 0.08], [-0.16, 0.13, 0.02]]}

---

Relative energy (zero: lowest compared OMol25 entry of this formula, charge and spin), respectively: 21.74 13.86 52.78 kcal/mol.